No. 1
Molecular formula: C26H29ClF6N7O8S4V
Method: DFT, the ωB97M-V functional and the def2-TZVPD basis

CARTESIAN COORDINATES (ANGSTROEM)
1 V 0.836 -0.123 -0.433
2 C 0.321 2.766 -3.534
3 C 0.810 1.897 -2.439
4 N 0.219 0.807 -2.078
5 N -0.993 0.476 -2.650
6 C -0.884 -0.479 -3.576
7 N -2.089 -0.804 -4.149
8 S 0.512 -1.323 -4.002
9 C 2.000 2.264 -1.651
10 C 2.747 3.400 -1.888
11 C 3.850 3.652 -1.081
12 C 4.158 2.770 -0.063
13 C 3.344 1.664 0.134
14 N 2.295 1.424 -0.645
15 H -0.380 2.229 -4.162
16 H 1.149 3.132 -4.139
17 H -0.190 3.622 -3.083
18 H -2.793 -0.082 -4.162
19 H -2.018 -1.373 -4.977
20 H 2.477 4.075 -2.685
21 H 4.458 4.530 -1.251
22 H 5.010 2.925 0.583
23 H 3.524 0.957 0.933
24 F 5.586 -2.791 -0.727
25 C 4.600 -1.978 -0.404
26 F 5.074 -0.745 -0.247
27 F 4.056 -2.374 0.749
28 S 3.345 -1.989 -1.764
29 O 2.264 -1.136 -1.164
30 O 3.998 -1.401 -2.872
31 N 2.903 -3.432 -1.979
32 S 1.824 -4.262 -1.144
33 O 1.471 -3.639 0.107
34 O 0.790 -4.743 -1.995
35 C 2.843 -5.728 -0.688
36 F 2.080 -6.546 0.031
37 F 3.273 -6.354 -1.769
38 F 3.883 -5.341 0.048
39 C -3.651 3.025 4.106
40 C -2.910 4.177 3.486
41 C -2.578 5.300 4.234
42 C -1.930 6.373 3.644
43 Cl -1.531 7.758 4.608
44 C -1.609 6.364 2.298
45 C -1.929 5.248 1.541
46 C -2.557 4.170 2.137
47 O -2.900 3.071 1.351
48 C -2.004 2.007 1.432
49 C -0.842 2.135 0.467
50 O -0.641 3.011 -0.314
51 O 0.008 1.071 0.613
52 H -4.121 3.331 5.039
53 H -2.984 2.191 4.337
54 H -4.424 2.652 3.434
55 H -2.845 5.349 5.282
56 H -1.121 7.218 1.851
57 H -1.700 5.203 0.485
58 H -2.533 1.084 1.179
59 H -1.586 1.882 2.437
60 N 2.155 -0.340 2.362
61 N 1.354 -1.103 1.458
62 H 2.322 -0.867 3.213
63 H 1.628 0.492 2.605
64 H 0.479 -1.419 1.874
65 H 1.855 -1.948 1.180
66 C -3.069 -1.242 -0.892
67 S -1.581 -2.153 -1.278
68 O -0.530 -1.440 -0.358
69 C -1.918 -3.645 -0.399
70 C -2.032 -4.790 -1.170
71 C -2.326 -5.992 -0.539
72 C -2.472 -6.033 0.837
73 C -2.339 -4.875 1.601
74 C -2.067 -3.670 0.983
75 H -3.222 -1.233 0.186
76 H -3.887 -1.765 -1.385
77 H -2.939 -0.244 -1.307
78 H -1.867 -4.747 -2.238
79 H -2.416 -6.896 -1.125
80 H -2.684 -6.974 1.326
81 H -2.451 -4.919 2.675
82 H -1.962 -2.763 1.566

Multiplicity = 2
Frontier orbital gap (spin up / spin down) = 4.824 / 5.449 eV
Charge = +1
HOMO level (spin up / spin down) = -10.184 / -10.186 eV

***

No. 2
Molecular formula: C26H29F5GeN2O3RhSTe
Method: DFT, the ωB97M-V functional and the def2-TZVPD basis

CARTESIAN COORDINATES (ANGSTROEM)
1 Rh 2.014 -0.602 1.099
2 F 2.895 -5.159 2.704
3 Te 4.354 -2.010 3.013
4 F 5.660 -1.069 1.875
5 F 3.297 -2.515 4.605
6 F 3.285 -2.112 0.373
7 F 5.314 -1.063 4.352
8 O 3.085 -0.693 2.737
9 C 0.575 -4.143 3.261
10 S 1.736 -3.510 2.061
11 C 1.455 -4.607 0.675
12 O 0.857 -2.283 1.550
13 H -0.425 -4.093 2.831
14 H 0.646 -3.484 4.124
15 H 0.896 -5.146 3.517
16 H 1.765 -5.605 0.963
17 H 2.077 -4.213 -0.126
18 H 0.397 -4.535 0.413
19 C 1.442 0.974 1.121
20 Ge -0.158 2.002 0.628
21 C -0.065 2.317 -1.302
22 C 1.177 2.509 -1.908
23 C 1.268 2.785 -3.266
24 C 0.116 2.864 -4.040
25 C -1.124 2.659 -3.452
26 C -1.211 2.386 -2.091
27 C -0.099 3.651 1.668
28 C -1.039 4.664 1.483
29 C -0.998 5.819 2.249
30 C -0.014 5.972 3.218
31 C 0.925 4.971 3.413
32 C 0.884 3.817 2.641
33 C -1.757 0.982 1.082
34 C -2.440 1.253 2.267
35 C -3.521 0.475 2.657
36 C -3.934 -0.586 1.865
37 C -3.265 -0.865 0.682
38 C -2.185 -0.085 0.296
39 H 2.082 2.432 -1.316
40 H 2.240 2.932 -3.721
41 H 0.187 3.080 -5.099
42 H -2.025 2.716 -4.051
43 H -2.186 2.226 -1.642
44 H -1.814 4.554 0.731
45 H -1.734 6.598 2.095
46 H 0.018 6.871 3.820
47 H 1.693 5.084 4.168
48 H 1.625 3.041 2.803
49 H -2.119 2.075 2.897
50 H -4.035 0.693 3.585
51 H -4.771 -1.200 2.174
52 H -3.577 -1.701 0.068
53 H -1.660 -0.322 -0.622
54 N 1.043 -0.795 -0.729
55 C 0.727 -1.228 -1.745
56 N 0.373 -1.753 -2.892
57 C -0.110 -3.132 -2.962
58 C -1.540 -3.117 -3.473
59 O -1.636 -2.402 -4.694
60 C -1.257 -1.047 -4.530
61 C 0.192 -0.937 -4.087
62 H -0.042 -3.578 -1.971
63 H 0.530 -3.695 -3.646
64 H -2.197 -2.657 -2.722
65 H -1.888 -4.130 -3.672
66 H -1.904 -0.561 -3.786
67 H -1.402 -0.560 -5.494
68 H 0.444 0.095 -3.853
69 H 0.860 -1.303 -4.872

Multiplicity = 1
Frontier orbital gap = 7.193 eV
Charge = -1
HOMO level = -5.169 eV